{"formula": "C35H68BrClIN5O14P5S", "method": "ωB97M-V with the def2-TZVPD basis set", "species": ["C", "C", "C", "C", "C", "C", "C", "C", "C", "C", "N", "C", "N", "N", "O", "C", "I", "P", "C", "C", "C", "Cl", "P", "C", "C", "N", "P", "S", "P", "C", "O", "C", "Br", "P", "N", "H", "H", "H", "H", "H", "H", "H", "H", "H", "H", "H", "H", "H", "H", "H", "H", "H", "H", "H", "H", "H", "H", "H", "H", "H", "H", "H", "H", "H", "H", "H", "H", "H", "H", "H", "H", "H", "H", "H", "H", "H", "H", "H", "H", "C", "C", "C", "O", "C", "O", "O", "H", "H", "H", "H", "H", "H", "C", "C", "C", "O", "C", "O", "O", "H", "H", "H", "H", "H", "H", "C", "C", "C", "O", "C", "O", "O", "H", "H", "H", "H", "H", "H", "C", "C", "C", "O", "C", "O", "O", "H", "H", "H", "H", "H", "H"], "positions_angstrom": [[6.971554, 3.171441, 1.098303], [5.594314, 3.745136, 1.496031], [4.693175, 2.740392, 2.216344], [3.578893, 2.151104, 1.332218], [4.043276, 1.793931, -0.083709], [3.285471, 0.670193, -0.816962], [3.682177, 0.811625, -2.312232], [5.012178, 1.462190, -2.719251], [6.336406, 0.839220, -2.281003], [6.889792, -0.190123, -3.256816], [8.282424, -0.527427, -2.969539], [8.451993, -1.653658, -2.160818], [7.946818, -2.770425, -2.488559], [9.205361, -1.380858, -0.985325], [1.905749, 1.134235, -0.780552], [0.789754, 0.591124, -0.207781], [0.104391, 1.909486, 1.541338], [-0.601300, 0.929411, -1.533375], [-0.045245, 2.460273, -2.350454], [-2.105639, 1.486186, -0.686923], [0.905274, -1.007518, 0.289441], [-0.511439, -1.825385, -0.441822], [0.472857, -1.058067, 2.116205], [1.569041, -1.694531, 3.440136], [-1.158450, -1.758909, 2.447303], [2.176712, -1.674410, -0.188212], [2.465420, -3.328590, 0.635578], [0.936935, -4.387938, 1.126951], [2.161808, -2.231345, -2.093014], [1.263343, -3.780790, -2.353738], [1.217759, -1.179976, -2.863928], [3.515121, -0.751882, -0.196240], [4.904256, -1.747094, -1.259614], [4.472374, -0.787095, 1.470999], [5.379607, -2.030834, 1.742519], [7.269620, 3.484478, 0.102799], [6.960342, 2.083620, 1.137815], [7.738632, 3.493865, 1.794863], [5.106260, 4.133357, 0.606149], [5.775039, 4.598600, 2.141600], [5.276224, 1.966676, 2.713043], [4.173650, 3.276808, 3.009158], [3.122811, 1.319071, 1.865706], [2.812897, 2.913451, 1.267098], [3.820280, 2.659782, -0.697049], [5.111314, 1.619700, -0.079833], [3.567712, -0.112544, -2.867650], [2.919341, 1.465288, -2.726947], [5.033750, 2.523534, -2.489507], [5.004689, 1.433322, -3.809784], [7.079252, 1.638312, -2.236031], [6.312361, 0.429351, -1.272912], [6.309781, -1.103609, -3.265718], [6.841341, 0.255926, -4.250129], [8.770946, 0.238915, -2.530351], [8.156306, -3.482224, -1.797557], [10.188232, -1.248645, -1.194792], [9.149900, -2.165080, -0.349250], [-0.560653, 2.535701, -3.300686], [1.020968, 2.435841, -2.533337], [-0.258728, 3.329668, -1.730308], [-2.882433, 1.471157, -1.448684], [-2.054277, 2.511837, -0.337306], [-2.438674, 0.821228, 0.100439], [2.347919, -2.420962, 3.231735], [2.041301, -0.850479, 3.937591], [0.928940, -2.163011, 4.183390], [-1.184581, -1.830672, 3.533632], [-1.939341, -1.073109, 2.140978], [-1.313482, -2.764404, 2.066210], [3.261632, -3.974521, -0.297578], [3.258034, -3.074031, 1.736433], [0.313679, -3.937124, -1.856765], [1.899250, -4.638824, -2.154373], [1.105027, -3.707955, -3.430766], [1.069961, -1.527936, -3.756629], [3.527645, -0.564185, 2.479725], [5.239153, 0.363599, 1.396119], [5.113187, -2.492186, 2.605125], [-0.153479, -6.666797, -7.809303], [-0.081327, -5.222079, -7.392879], [0.645447, -4.291029, -8.340200], [1.129571, -3.272351, -7.440092], [1.276756, -3.836108, -6.237201], [1.837247, -3.318743, -5.310752], [0.724847, -5.055691, -6.194833], [-0.431038, -7.292500, -6.962889], [-0.896137, -6.794218, -8.595194], [0.810776, -7.017206, -8.177921], [-1.078774, -4.838616, -7.165337], [0.010794, -3.850095, -9.102330], [1.507345, -4.766768, -8.809885], [-8.641709, 1.419750, -0.940877], [-7.142706, 1.341546, -1.065843], [-6.376127, 1.257012, 0.235141], [-5.113699, 1.855703, -0.117820], [-5.351365, 2.725613, -1.133579], [-4.560323, 3.512102, -1.540631], [-6.600036, 2.561848, -1.615954], [-9.082809, 1.756413, -1.877460], [-9.051949, 0.441735, -0.692499], [-8.932062, 2.128887, -0.165159], [-6.857003, 0.525721, -1.736139], [-6.225305, 0.243182, 0.595667], [-6.831304, 1.856970, 1.025007], [-3.432201, 0.568909, 6.808656], [-3.852527, 0.507411, 5.363542], [-4.062058, 1.839948, 4.678246], [-5.024507, 1.502946, 3.665043], [-5.732606, 0.441238, 4.106833], [-6.713576, 0.024399, 3.579157], [-5.167465, -0.076966, 5.218798], [-3.576368, -0.398304, 7.287373], [-2.380855, 0.843938, 6.884864], [-4.025270, 1.300457, 7.357640], [-3.158830, -0.115021, 4.789968], [-3.165283, 2.246757, 4.218554], [-4.501237, 2.584733, 5.344408], [-9.650459, 1.507658, 3.287404], [-9.432028, 2.541560, 4.357484], [-10.015964, 2.220341, 5.716650], [-10.243948, 3.526579, 6.261604], [-10.437272, 4.379915, 5.224017], [-10.823444, 5.494088, 5.327436], [-10.120928, 3.771036, 4.053848], [-9.452571, 1.934257, 2.304327], [-8.983370, 0.663459, 3.443285], [-10.681249, 1.150027, 3.287585], [-8.366342, 2.777330, 4.442331], [-9.347870, 1.654989, 6.360795], [-10.974768, 1.703352, 5.639945]], "forces_ev_per_a": [[-0.323, 0.016, 0.147], [0.686, -0.184, -0.057], [-0.608, 0.466, -0.001], [0.546, 0.181, 0.173], [-0.535, -0.147, 0.466], [0.378, 0.701, 0.083], [-0.222, 0.060, -0.453], [0.209, -0.250, -0.075], [0.396, 0.233, 0.083], [0.226, 0.552, -0.495], [-0.004, -0.456, 0.645], [0.363, 0.092, -0.108], [-0.656, 0.023, 0.224], [0.116, -0.334, -0.057], [0.154, -0.931, 0.038], [-0.628, 0.203, 0.155], [0.403, 0.594, -0.233], [0.155, -1.045, -0.732], [0.172, 0.340, 0.756], [-0.109, 0.219, -0.221], [-0.637, 0.618, 0.302], [0.083, -0.036, -0.145], [0.111, 1.043, 1.355], [0.531, -0.507, -0.001], [0.199, -0.837, 0.016], [0.529, 0.486, -0.712], [-1.408, -1.148, 0.543], [0.260, 0.197, -0.196], [0.495, -0.900, -1.845], [-0.601, -0.171, 0.851], [-0.186, 0.306, 0.495], [-0.007, -0.805, 0.246], [0.266, 0.299, 1.220], [0.526, -0.588, 0.482], [-0.362, -0.033, 0.077], [0.099, 0.004, -0.132], [0.087, -0.163, -0.163], [0.140, 0.019, 0.069], [-0.226, 0.074, -0.040], [-0.117, 0.161, 0.063], [0.226, -0.072, -0.005], [-0.007, -0.113, 0.237], [-0.235, 0.006, -0.061], [-0.254, -0.058, -0.127], [0.300, 0.136, -0.191], [0.142, 0.040, -0.369], [-0.032, -0.180, 0.119], [-0.159, 0.068, 0.048], [-0.204, 0.078, 0.242], [-0.064, 0.036, -0.140], [0.031, 0.163, -0.017], [0.016, 0.011, 0.014], [0.069, -0.143, -0.239], [-0.075, -0.103, -0.185], [-0.130, 0.261, -0.088], [0.052, -0.071, 0.009], [0.041, 0.303, -0.043], [0.019, -0.077, 0.028], [-0.177, 0.019, -0.105], [0.105, -0.080, -0.146], [-0.040, 0.199, -0.071], [-0.016, -0.087, -0.202], [0.003, 0.030, 0.215], [0.058, -0.105, 0.165], [-0.040, -0.180, -0.034], [0.004, 0.156, -0.043], [-0.229, -0.085, -0.074], [-0.010, 0.131, 0.142], [-0.088, 0.050, -0.215], [-0.199, -0.042, -0.154], [0.382, 0.415, -0.297], [0.380, 0.479, -0.317], [-0.109, 0.083, 0.024], [0.180, -0.040, -0.054], [0.134, -0.154, -0.073], [-0.226, 0.098, -0.220], [-0.147, 0.288, -0.223], [-0.208, 0.142, -0.324], [0.140, -0.194, 0.045], [0.250, -0.082, 0.116], [0.010, -0.171, -0.150], [-0.070, 0.041, -0.022], [0.008, -0.006, -0.161], [0.088, -0.064, -0.025], [-0.097, 0.263, 0.015], [-0.137, 0.022, 0.007], [-0.112, 0.026, -0.003], [-0.020, 0.022, -0.013], [0.012, 0.019, -0.009], [0.019, 0.046, 0.060], [-0.003, 0.161, 0.082], [-0.004, -0.059, 0.008], [-0.024, 0.239, 0.014], [-0.160, 0.027, 0.084], [0.126, -0.085, 0.081], [-0.271, -0.014, -0.002], [-0.093, -0.066, 0.064], [0.142, 0.089, -0.050], [0.020, -0.090, -0.032], [0.007, -0.090, -0.051], [0.015, -0.026, 0.011], [0.022, 0.012, 0.004], [0.045, 0.021, -0.023], [0.130, 0.020, -0.001], [-0.065, -0.020, 0.002], [-0.248, -0.015, 0.105], [0.041, 0.066, 0.191], [0.112, 0.019, -0.149], [0.033, 0.110, 0.038], [0.165, 0.001, 0.113], [-0.100, -0.063, -0.061], [0.050, -0.011, -0.099], [0.085, -0.045, -0.041], [0.014, 0.011, -0.025], [-0.009, 0.017, -0.013], [-0.027, -0.001, -0.049], [-0.048, -0.035, -0.138], [-0.005, -0.029, 0.060], [-0.280, 0.004, -0.120], [-0.063, -0.104, -0.095], [0.078, 0.037, 0.083], [-0.006, -0.112, -0.006], [0.039, -0.104, -0.049], [-0.049, 0.140, 0.021], [0.091, -0.025, 0.039], [0.105, 0.007, 0.016], [0.039, -0.013, -0.002], [-0.023, 0.054, 0.034], [0.005, 0.028, 0.030], [0.024, 0.109, 0.082], [0.004, -0.041, -0.068]], "mulliken_charge": [-1.13, -0.57, -1.12, -0.72, -1.81, 3.50, -1.69, -1.26, -0.45, -1.24, -0.29, 0.53, -0.61, -0.55, 0.27, -1.47, -0.06, 0.32, -0.97, -1.38, 0.70, -0.02, 0.82, -1.42, -1.30, -0.30, 0.30, -0.23, 0.62, -0.93, -0.09, -0.67, 0.27, 0.81, -0.73, 0.22, 0.29, 0.38, 0.30, 0.53, 0.33, 0.54, -0.13, 0.56, 1.46, -0.41, 0.10, 0.11, 0.30, 0.81, 0.61, 0.27, 0.52, 0.27, 0.31, 0.21, 0.23, 0.24, 0.43, 0.11, 0.35, 0.42, 0.41, 0.36, 0.43, 0.43, 0.48, 0.47, 0.22, 0.41, 0.18, -0.04, 0.32, 0.41, 0.32, 0.21, -0.02, -0.29, 0.31, -1.43, 0.49, -0.49, -0.29, 0.61, -0.68, -0.33, 0.37, 0.39, 0.34, 0.28, 0.30, 0.31, -1.38, 0.57, -0.38, -0.14, 0.53, -0.53, -0.39, 0.39, 0.39, 0.23, 0.26, 0.29, 0.18, -1.55, 0.97, -0.49, -0.26, 0.65, -0.53, -0.39, 0.38, 0.39, 0.37, -0.07, 0.25, 0.28, -1.05, 0.69, -0.48, -0.33, 0.57, -0.52, -0.38, 0.04, 0.32, 0.43, 0.12, 0.29, 0.31], "total_charge": 1, "e_above_lowest_kcal_mol": 0.0}